[1]
This record from the OMol25 dataset describes the molecule C18H22ClNO6. The level of theory is the ωB97M-V functional and the def2-TZVPD basis.

Structure (XYZ):
```
48
Properties=species:S:1:pos:R:3:forces:R:3:nbo_charge:R:1
C -0.90624 2.08332 -1.91424 0.2 -0.2 0.0 -0.64
C -0.52244 0.86249 -2.74952 -0.6 0.3 -0.2 0.27
C -0.15532 1.27891 -4.17398 0.1 -0.2 0.4 -0.61
C -1.64092 -0.17768 -2.76963 0.3 0.0 0.2 -0.65
O 0.70299 0.29205 -2.22258 0.1 0.0 -0.2 -0.53
C 0.73862 -0.20939 -0.98807 0.2 -0.3 0.0 0.92
O -0.19494 -0.35884 -0.22403 -0.2 0.0 -0.1 -0.68
N 1.99201 -0.59612 -0.64738 0.1 0.0 0.3 -0.44
C 3.21656 -0.16392 -1.28782 0.5 0.1 -0.2 -0.24
C 4.16115 0.12278 -0.10648 0.1 -0.5 -0.3 0.09
O 4.04336 1.42756 0.37221 -0.3 0.5 0.2 -0.72
C 3.72363 -0.93939 0.92068 0.0 0.2 -0.2 -0.43
C 2.20674 -1.05954 0.71203 -0.5 -0.1 0.1 -0.14
C 1.44622 -0.15794 1.68581 0.4 0.0 -0.3 0.85
O 1.50060 1.04815 1.66251 0.0 0.1 0.1 -0.65
O 0.82988 -0.87644 2.60841 -0.3 -0.4 0.2 -0.49
C 0.17095 -0.19968 3.67769 0.0 0.3 0.5 -0.18
C -1.23204 -0.78239 3.85889 0.5 0.1 0.0 0.56
O -1.55134 -1.29233 4.90616 0.0 0.0 0.0 -0.51
C -2.13560 -0.71263 2.69407 -0.6 -0.1 -0.3 -0.18
C -3.05977 -1.74657 2.52843 0.2 0.1 0.0 -0.13
C -3.94356 -1.74233 1.46996 0.0 0.0 -0.1 -0.24
C -3.93116 -0.67138 0.58773 0.3 0.1 0.3 -0.04
Cl -5.03834 -0.64397 -0.73320 -0.2 0.0 -0.2 0.01
C -3.04663 0.38269 0.75700 -0.2 -0.1 -0.1 -0.17
C -2.13629 0.35199 1.79481 0.0 -0.2 0.3 -0.16
H -1.83026 2.51402 -2.28967 -0.1 0.1 -0.1 0.22
H -0.12015 2.83399 -1.96472 0.1 0.1 0.0 0.22
H -1.04140 1.79134 -0.87676 -0.1 0.0 0.1 0.23
H -1.01074 1.74441 -4.65407 -0.1 0.0 0.0 0.22
H 0.67029 1.98541 -4.15679 0.1 0.1 0.0 0.21
H 0.14688 0.40916 -4.75101 0.0 -0.1 -0.1 0.22
H -1.32995 -1.04733 -3.34459 0.0 -0.1 -0.1 0.21
H -2.52846 0.24836 -3.22907 -0.1 0.1 -0.1 0.22
H -1.88096 -0.49498 -1.75889 -0.1 0.0 0.0 0.24
H 3.61342 -0.96136 -1.92459 0.0 0.1 0.0 0.19
H 3.03801 0.72468 -1.89321 0.1 -0.1 0.1 0.24
H 5.21018 0.00758 -0.39129 -0.1 -0.1 0.0 0.19
H 3.14439 1.55613 0.72406 0.1 0.0 0.0 0.49
H 4.20667 -1.89100 0.70525 0.0 0.0 0.0 0.22
H 3.97814 -0.63363 1.93422 0.1 0.0 0.0 0.23
H 1.83716 -2.08191 0.84054 0.1 0.2 0.0 0.23
H 0.74470 -0.37576 4.59380 -0.2 0.0 -0.2 0.22
H 0.13475 0.87471 3.46639 0.0 -0.2 0.1 0.23
H -3.05891 -2.56012 3.23800 0.0 -0.1 0.1 0.23
H -4.64094 -2.55317 1.32883 -0.1 0.0 0.0 0.23
H -3.07236 1.21577 0.07330 0.0 0.1 -0.1 0.22
H -1.44857 1.17431 1.91080 0.2 0.1 0.0 0.22
```
Positions in Å, forces in eV/Å.

Results
- E: -1665.553372 Eh
- Energy relative to the best compared isomer or geometry (same formula, charge and spin): 0.0 kJ/mol
- HOMO: -9.3 eV
- Structure (SMILES): CC(C)(C)OC(=O)N1C[C@@H](O)C[C@H]1C(=O)OCC(=O)c1ccc(Cl)cc1


[2]
This record from the OMol25 dataset describes a structure of composition C18H22FNO3PtSi. The level of theory is the ωB97M-V functional and the def2-TZVPD basis.

Structure (XYZ):
```
47
Properties=species:S:1:pos:R:3:forces:R:3:nbo_charge:R:1
Pt -0.48292 0.14961 0.12684 -0.7 0.1 -0.3 1.12
C 0.79255 6.06676 -3.09570 0.0 0.0 0.0 -0.27
O 2.02911 5.41874 -2.76133 0.0 0.1 -0.1 -0.43
C 2.00817 4.26732 -2.13053 -0.1 -0.2 0.1 0.45
C 3.28799 3.70635 -1.85948 0.1 -0.1 0.0 -0.27
C 3.38519 2.52104 -1.21868 -0.1 0.1 -0.1 -0.09
C 2.21993 1.79829 -0.79048 0.1 0.0 0.0 -0.35
C 2.36816 0.59246 -0.10454 0.0 0.2 0.0 0.57
C 3.71243 0.00069 0.18256 0.1 0.0 0.0 -0.69
O 1.42106 -0.14636 0.37735 0.2 -0.5 0.3 -0.61
C 0.95003 2.38799 -1.07549 -0.2 -0.1 0.1 0.53
O -0.18747 1.81715 -0.73034 0.1 0.2 -0.2 -0.68
C 0.85100 3.60317 -1.73593 0.1 0.1 -0.1 -0.42
H 1.07468 6.96886 -3.62706 0.0 0.0 0.0 0.23
H 0.24627 6.32360 -2.18831 0.0 0.0 0.0 0.20
H 0.19509 5.42471 -3.74256 0.0 0.0 0.0 0.19
H 4.16388 4.25338 -2.17816 0.0 0.0 0.0 0.26
H 4.36961 2.12168 -1.02492 0.0 -0.1 0.0 0.23
H 4.27023 -0.13443 -0.74340 0.0 0.0 0.0 0.26
H 3.59723 -0.95821 0.67858 0.0 0.0 0.0 0.25
H 4.28116 0.67093 0.82780 0.0 0.0 0.0 0.26
H -0.13764 3.99401 -1.91992 0.0 0.0 0.0 0.25
C 0.20366 -3.19358 -0.88798 0.0 0.1 0.1 -1.13
Si -1.54584 -2.66073 -0.58604 -0.1 -0.3 -0.2 1.73
C -2.62705 -4.14240 -0.27110 0.1 0.1 -0.1 -1.16
C -2.31473 -1.55360 -1.86926 0.0 0.1 0.2 -1.15
N -1.31004 -1.50711 0.91032 0.3 0.0 0.7 -0.65
C -1.65645 -1.66108 2.16418 0.1 0.0 -0.4 0.17
C -2.56956 -2.70197 2.61021 -0.1 -0.1 0.1 -0.10
C -2.88806 -2.86194 3.91725 -0.1 -0.1 -0.1 -0.24
C -2.33012 -2.00767 4.89656 0.1 0.1 -0.2 0.08
C -1.45315 -0.98388 4.55414 0.0 0.0 0.1 -0.33
C -1.13366 -0.80183 3.23863 0.2 0.2 0.0 0.54
F -0.30757 0.16196 2.93448 -0.1 -0.1 0.0 -0.24
H 0.21364 -3.84785 -1.76276 0.0 0.0 0.0 0.28
H 0.59452 -3.77263 -0.04974 0.0 0.0 0.0 0.26
H 0.88231 -2.36405 -1.08193 0.0 0.0 0.0 0.26
H -2.60273 -4.69717 -1.21522 0.0 0.0 0.0 0.29
H -3.67561 -3.91828 -0.07519 0.0 0.0 0.0 0.26
H -2.24363 -4.82299 0.48895 0.0 0.0 0.0 0.26
H -2.39899 -2.13696 -2.79000 0.0 0.0 0.0 0.29
H -1.73314 -0.66414 -2.12519 0.0 0.0 0.0 0.26
H -3.32383 -1.24442 -1.59237 0.0 0.0 0.0 0.27
H -3.00624 -3.34922 1.87152 0.0 0.0 -0.1 0.26
H -3.57135 -3.64307 4.21934 0.0 0.0 0.0 0.27
H -2.59286 -2.14811 5.93781 0.0 0.0 0.0 0.26
H -1.02524 -0.32499 5.29711 0.0 0.0 0.0 0.28
```
Positions in Å, forces in eV/Å.

Results
- E: -1487.615345 Eh
- Energy relative to the best compared isomer or geometry (same formula, charge and spin): 26.1 kJ/mol
- HOMO: -14.1 eV
- Total charge: +2


[3]
This record from the OMol25 dataset describes a structure of composition C18H22IN3OPbS6 at a distorted geometry. The level of theory is the ωB97M-V functional and the def2-TZVPD basis.

Structure (XYZ):
```
52
Properties=species:S:1:pos:R:3:forces:R:3:nbo_charge:R:1
Pb -1.65082 -1.63116 -2.27585 -0.2 0.1 -0.2 1.02
C 1.32867 2.17953 0.82379 -0.3 -0.4 0.1 -0.53
C 0.24948 3.18118 0.46173 -0.3 0.1 -0.5 -0.54
S -0.49576 2.71033 -1.14238 0.2 0.3 0.1 0.20
C -2.01933 3.70780 -1.17087 0.5 -0.1 0.0 -0.53
C -2.97427 3.40552 -0.02629 -0.2 -0.5 0.3 -0.55
S -2.77289 1.65069 0.47361 -0.2 0.4 0.0 0.18
C -4.00905 1.56039 1.82063 0.1 0.1 -0.4 -0.54
C -3.44336 0.68790 2.92791 0.2 -0.5 -0.1 -0.53
S -2.57722 -0.75981 2.20633 -0.1 -0.1 0.4 0.21
C -0.94027 -0.60148 2.99517 -0.4 0.0 -0.2 -0.53
C -0.14190 0.62892 2.61294 0.4 0.1 -0.2 -0.53
S 0.70161 0.47206 1.00021 0.1 0.1 0.2 0.17
H 2.07159 2.12937 0.02859 0.1 0.0 0.0 0.23
H 1.82164 2.45955 1.75585 0.1 0.1 -0.1 0.23
H -0.54088 3.18711 1.20900 0.0 0.1 0.1 0.22
H 0.67533 4.18209 0.36707 0.0 0.0 0.1 0.22
H -1.74645 4.76348 -1.19123 -0.2 0.0 -0.1 0.22
H -2.46313 3.44001 -2.12977 0.0 0.1 0.0 0.24
H -2.76630 4.02988 0.84478 0.0 0.1 -0.1 0.20
H -4.00645 3.56600 -0.33847 0.0 0.2 0.0 0.22
H -4.21215 2.57090 2.17739 -0.1 0.0 0.0 0.22
H -4.92328 1.12732 1.41519 -0.1 0.1 0.1 0.21
H -2.71293 1.23189 3.52176 0.0 0.1 0.1 0.21
H -4.23144 0.32164 3.58511 0.0 0.1 0.0 0.23
H -1.10894 -0.61450 4.07373 0.1 -0.1 0.0 0.22
H -0.41496 -1.50876 2.70450 0.0 -0.1 0.1 0.24
H -0.78167 1.50842 2.55400 0.0 0.0 0.1 0.22
H 0.64035 0.79273 3.35807 -0.1 0.1 0.0 0.22
S -0.98618 -2.57910 -0.01540 0.1 -0.1 0.0 -0.28
C 0.57343 -3.32385 -0.30196 -0.1 0.0 -0.1 -0.19
C 1.18185 -3.92214 0.79853 0.2 -0.1 0.0 -0.10
C 2.43012 -4.51309 0.69735 -0.2 0.4 -0.9 -0.17
C 2.99982 -5.16205 1.81218 0.2 -0.3 0.6 0.27
N 3.41885 -5.70513 2.73109 0.2 -0.1 0.3 -0.28
C 3.11326 -4.47466 -0.53474 -0.9 0.3 0.1 -0.15
C 2.49363 -3.91339 -1.64067 0.1 -0.1 0.2 -0.17
C 1.22040 -3.35906 -1.54891 -0.2 0.1 -0.1 -0.17
S 0.52109 -2.74086 -3.03518 -0.1 -0.2 0.0 -0.29
C 4.42421 -4.98406 -0.64617 0.6 -0.2 -0.1 0.28
N 5.50126 -5.36501 -0.74605 0.3 -0.1 0.0 -0.29
H 0.66015 -3.93140 1.74403 0.0 0.0 0.1 0.23
H 3.00053 -3.90927 -2.59420 0.1 0.0 0.0 0.24
N 1.58669 0.29120 -2.26238 0.1 -0.1 0.5 -0.80
C 0.82122 0.57352 -3.31067 0.5 0.2 -0.4 0.69
O -0.38967 0.39690 -3.35008 -0.5 -0.1 0.2 -0.67
C 1.55286 1.11660 -4.51239 0.0 0.1 -0.1 -0.61
I 2.26531 3.09804 -4.10897 0.0 -0.1 -0.1 0.11
H 1.16758 -0.05482 -1.41128 0.0 -0.1 0.0 0.42
H 2.58681 0.39990 -2.29172 -0.1 0.0 0.0 0.41
H 0.88227 1.17846 -5.36328 0.0 0.0 0.1 0.25
H 2.41927 0.50429 -4.75166 0.0 0.1 0.0 0.24
```
Positions in Å, forces in eV/Å.

Results
- E: -3818.331144 Eh
- Energy relative to the best compared isomer or geometry (same formula, charge and spin): 16.4 kJ/mol
- HOMO: -8.1 eV